Here is a cluster of 4 separate species, C11H28FN2O6 in total from OMol25. Energies are from ωB97M-V/def2-TZVPD.

Structure (ORCA input):
```
! RIJCOSX wB97M-V def2-TZVPD def2/J DEFGRID3
* xyz -1 1
C -1.20514 -3.02246 -0.66931
C -1.54847 -3.39169 -2.25268
C -1.90524 -2.07532 -3.16906
O -0.74699 -1.45504 -3.83259
N 0.35370 -1.46897 -3.06082
C 0.83565 -0.07940 -2.69689
C 2.46404 -0.12816 -2.51559
N 2.95203 -0.14582 -1.08409
C 0.01127 0.35447 -1.32744
C 0.40072 1.83805 -0.74894
F 0.29966 1.83737 0.75639
C 0.53686 0.92075 -3.98497
O -0.09971 2.09520 -3.91816
O 1.00079 0.51457 -5.35241
H -0.05190 -2.71768 -0.65146
H -1.78880 -2.03906 -0.36699
H -1.41744 -3.92050 0.07034
H -2.46866 -4.12498 -2.23356
H -0.65076 -4.00874 -2.71941
H -2.43924 -1.22501 -2.55233
H -2.65903 -2.43647 -4.01356
H 1.11100 -2.07679 -3.44250
H 2.90385 0.84815 -3.03315
H 2.99004 -1.03441 -3.07638
H 3.87263 0.34549 -1.07332
H 2.99838 -1.10708 -0.68057
H 0.23653 -0.50613 -0.53171
H -1.16327 0.27980 -1.52337
H -0.25713 2.72029 -1.16341
H 1.54379 2.09969 -0.97069
C 0.61890 2.25647 4.28557
O 1.57213 2.50979 3.26998
H 0.85193 2.87676 5.15423
H -0.38001 2.50640 3.91950
H 0.66076 1.20262 4.57136
H 1.33979 1.94575 2.51276
C 1.27111 -1.30714 3.34536
O 0.71461 -2.60832 3.30694
H 0.57355 -0.60846 2.87752
H 1.43767 -1.01165 4.38422
H 2.21601 -1.29751 2.79663
H 1.35539 -3.20583 3.72870
C -2.99903 3.12642 2.62602
O -3.28514 3.25465 4.00658
H -2.99955 2.06676 2.36005
H -3.76453 3.64620 2.04454
H -2.01486 3.55213 2.41574
H -3.27786 4.20485 4.21294
*
```

Summary:
**Strongest force on any atom**: 7.65 eV/A
**Highest occupied orbital energy**: -4.0 eV
**Kohn-Sham gap**: 6.46 eV

These are the Mulliken partial charges, in e, on atoms 1 to 5: -0.52, -0.47, -0.24, -0.32, -0.05

=====

Here is a structure of composition C11H28InNO5P from OMol25. Energies are from ωB97M-V/def2-TZVPD.

Structure (ORCA input):
```
! RIJCOSX wB97M-V def2-TZVPD def2/J DEFGRID3
* xyz -1 1
C 1.59732 2.20921 0.60143
C 0.89222 1.59611 -0.59710
C -0.12219 2.51836 -1.29709
In -1.63610 3.54891 -0.00243
P -3.86919 2.39649 -0.59787
N -3.47608 0.67352 -0.42059
O -4.95165 2.63958 0.69210
H 0.88238 2.52708 1.35492
H 2.22744 1.44981 1.06962
H 2.26075 3.01961 0.32303
H 1.67664 1.35503 -1.32201
H 0.41203 0.66190 -0.30596
H -0.66995 1.92015 -2.02489
H 0.43481 3.29507 -1.81432
H -1.76680 5.24864 -0.57026
H -1.30196 3.49247 1.74813
H -2.92874 0.51257 0.42531
H -2.84616 0.41812 -1.17666
H -5.64271 1.96006 0.59635
O 4.55200 2.20247 -0.36797
C 5.19539 1.40383 -0.98424
O 4.78206 1.04985 -2.22007
C 5.54314 0.22152 -3.09490
C 5.31068 -1.25108 -2.82522
C 6.40795 0.72736 -0.38120
H 6.60139 0.48714 -3.05744
H 5.19108 0.47323 -4.09404
H 5.63533 -1.53324 -1.82353
H 5.85521 -1.86155 -3.54692
H 4.24858 -1.48173 -2.90175
H 6.06913 -0.10686 0.23165
H 6.91158 1.44794 0.25763
H 7.13099 0.36515 -1.10870
O -3.43976 -5.73961 2.21458
C -3.95737 -4.66271 2.07045
O -3.23235 -3.64979 1.57807
C -3.80055 -2.37648 1.22083
C -3.90402 -1.46081 2.42133
C -5.38886 -4.41819 2.49563
H -4.75484 -2.50712 0.71149
H -3.11720 -1.94826 0.49302
H -4.56951 -1.86821 3.18418
H -4.28080 -0.48361 2.12165
H -2.92404 -1.33116 2.88099
H -5.40143 -4.21044 3.56451
H -5.95652 -5.32638 2.30881
H -5.87932 -3.60397 1.96947
*
```

Summary:
**Strongest force on any atom**: 0.92 eV/A
**Highest occupied orbital energy**: -3.1 eV
**Kohn-Sham gap**: 5.36 eV

These are the Mulliken partial charges, in e, on atoms 1 to 5: -0.98, 0.06, -1.16, 0.45, 0.00

=====

Here is a structure of composition C11H29As3O7P2Pt from OMol25. Energies are from ωB97M-V/def2-TZVPD.

Structure (ORCA input):
```
! RIJCOSX wB97M-V def2-TZVPD def2/J DEFGRID3
* xyz 2 5
Pt -0.53916 0.86133 -0.44305
C 0.70085 -1.69579 -3.02275
As 1.11949 -0.63639 -1.47508
C 2.86114 0.09802 -1.86981
C 1.36139 -1.89716 0.00646
C 1.35934 -1.39151 1.46997
C 2.19145 -2.41559 2.27170
C -0.05374 -1.43147 2.09481
As -1.62211 -0.65163 1.18025
C -2.73365 -2.13924 0.68855
C -2.63582 0.27672 2.53423
C 2.07578 -0.03276 1.66012
As 1.10535 1.62920 1.27660
C 2.38655 2.95874 0.71646
C 0.50720 2.26502 2.99805
H 1.58143 -2.29169 -3.26297
H 0.47158 -1.02271 -3.84732
H -0.16172 -2.32045 -2.81384
H 3.58921 -0.71184 -1.81797
H 3.14348 0.88951 -1.18240
H 2.83531 0.49696 -2.88264
H 2.31182 -2.39022 -0.21445
H 0.57914 -2.64840 -0.12932
H 1.82548 -3.42904 2.10235
H 2.13711 -2.20878 3.34121
H 3.23945 -2.37908 1.97136
H -0.03119 -0.98676 3.09258
H -0.34403 -2.47717 2.22437
H -3.01402 -2.64489 1.61342
H -2.19909 -2.80649 0.01924
H -3.61516 -1.76389 0.17550
H -2.64622 -0.32484 3.44321
H -3.65290 0.39120 2.16251
H -2.22019 1.26024 2.73470
H 2.99293 -0.01560 1.06742
H 2.38093 0.06598 2.70497
H 2.60297 2.87045 -0.34453
H 3.29819 2.85712 1.30422
H 1.93848 3.93426 0.89994
H -0.04573 1.49258 3.52698
H -0.12086 3.14393 2.86539
H 1.39494 2.53357 3.57115
O -4.02635 0.45874 -2.17867
P -2.82045 -0.23974 -2.87922
O -3.24220 -0.92026 -4.22936
O -2.19603 -1.27782 -2.04040
O -1.80623 0.91191 -3.29693
P -1.85071 2.49200 -2.83147
O -0.54825 3.01302 -3.54247
O -3.11220 3.13320 -3.15437
O -1.45769 2.39460 -1.31464
H -4.56731 1.09642 -2.67357
H -0.72798 3.62652 -4.27048
*
```

Summary:
**Strongest force on any atom**: 0.33 eV/A
**Highest occupied orbital energy (spin up / spin down)**: -14.7 / -16.5 eV
**Kohn-Sham gap (spin up / spin down)**: 9.81 / 7.03 eV

These are the Mulliken partial charges, in e, on atoms 1 to 5: 1.39, -1.18, 0.24, -1.10, -1.71

=====

Here is a cluster of 2 separate species, C11H29BN2O3P in total from OMol25. Energies are from ωB97M-V/def2-TZVPD.

Structure (ORCA input):
```
! RIJCOSX wB97M-V def2-TZVPD def2/J DEFGRID3
* xyz 1 1
C 3.45245 -2.25301 0.04561
C 3.43435 -0.77078 0.45259
C 3.26551 0.20738 -0.70883
C 4.28941 -0.06744 -1.83350
C 1.89366 0.22530 -1.34949
O 1.58902 0.96952 -2.23321
O 0.98756 -0.70940 -0.89596
C 0.09119 -0.19766 0.10582
B -0.79259 1.01658 -0.43468
O -1.66872 0.75866 -1.46580
N -0.75397 2.27721 0.24951
C -1.63380 3.33978 -0.23574
C 0.57713 2.81104 0.58539
P -0.92958 -1.69135 0.60187
C -2.37812 -0.80186 1.38174
C -1.62555 -2.24348 -1.02560
C -1.58491 -3.76946 -1.13136
H 2.95424 -2.42662 -0.90752
H 2.95513 -2.86354 0.79901
H 4.47257 -2.62963 -0.03133
H 2.67086 -0.60814 1.21719
H 4.38378 -0.51961 0.93187
H 3.44448 1.22983 -0.36019
H 3.94305 -0.84949 -2.50929
H 5.23960 -0.37891 -1.39927
H 4.45390 0.82889 -2.42824
H 0.63325 0.07363 1.01988
H -1.72016 1.44883 -2.13477
H -2.53327 2.91312 -0.67965
H -1.92717 3.99175 0.59306
H -1.14196 3.97803 -0.97812
H 1.08132 2.17178 1.30900
H 1.21056 2.91893 -0.29901
H 0.47018 3.79515 1.04438
H -2.53881 -1.19755 2.38961
H -3.27510 -0.99536 0.78717
H -2.21519 0.28067 1.44051
H -1.03359 -1.78382 -1.81399
H -2.64952 -1.87734 -1.10744
H -0.58683 -4.14855 -0.90789
H -2.27262 -4.23658 -0.42270
H -1.85648 -4.09640 -2.13574
N -4.48030 1.18088 2.89829
H -3.65944 1.23197 3.50664
H -4.19826 1.42962 1.94501
H -4.83084 0.21948 2.89283
H -5.20645 1.81797 3.23234
*
```

Summary:
**Strongest force on any atom**: 0.93 eV/A
**Highest occupied orbital energy**: -10.9 eV
**Kohn-Sham gap**: 6.68 eV

These are the Mulliken partial charges, in e, on atoms 1 to 5: -1.21, -0.74, 0.89, -1.63, 0.03

=====

Here is an isolated molecule of C11H29BN4O from OMol25. Energies are from ωB97M-V/def2-TZVPD.

Structure (ORCA input):
```
! RIJCOSX wB97M-V def2-TZVPD def2/J DEFGRID3
* xyz 0 1
C -1.88183 -0.39334 3.34899
C -1.46576 -0.57609 1.88255
C -1.33724 -2.09995 1.64391
C -2.51042 0.02119 0.91373
C -2.25207 1.46628 0.47958
C -1.98112 2.40419 1.65745
C -1.10338 1.61102 -0.52279
O -0.88342 0.43877 -1.30865
B 0.42725 0.00616 -1.40397
C 0.67305 -1.54612 -1.22270
C -0.48939 -2.40992 -1.78831
N -0.29863 -2.78262 -3.19373
C 1.57636 1.04401 -1.75470
C 2.89480 0.84566 -1.03186
N 3.79599 1.92760 -1.47485
N 2.67375 0.88067 0.44055
N 3.57999 -0.39053 -1.38896
H -1.78888 0.63077 3.68931
H -1.24215 -1.03111 3.95344
H -2.90265 -0.73999 3.48598
H -0.50769 -0.07662 1.74582
H -1.85596 -2.41674 0.74855
H -0.30117 -2.42260 1.61360
H -1.81604 -2.63063 2.46266
H -2.63892 -0.60311 0.03867
H -3.47576 0.01729 1.42259
H -3.17101 1.82028 0.01808
H -0.94005 2.35593 1.96555
H -2.14553 3.42843 1.32513
H -2.63543 2.22149 2.50010
H -1.39995 2.40684 -1.21158
H -0.20716 1.96714 -0.01875
H 0.85275 -1.76537 -0.17233
H 1.53972 -1.81036 -1.82095
H -0.46987 -3.34610 -1.23749
H -1.44716 -1.92147 -1.65435
H 0.42678 -3.48587 -3.25393
H -0.00984 -1.98260 -3.74544
H 1.24928 2.06020 -1.53980
H 1.76116 0.97361 -2.82680
H 3.29106 2.80070 -1.53789
H 4.59477 2.01257 -0.85758
H 3.58034 0.69750 0.86625
H 2.47321 1.84360 0.70552
H 4.55065 -0.28793 -1.10238
H 3.21757 -1.16283 -0.83818
*
```

Summary:
**SMILES string**: CC(C)C[C@@H](C)COB(CCN)CC(N)(N)N
**Strongest force on any atom**: 1.50 eV/A
**Highest occupied orbital energy**: -8.9 eV
**Kohn-Sham gap**: 9.43 eV

These are the Mulliken partial charges, in e, on atoms 1 to 5: -1.96, 1.59, -1.71, -1.67, 0.75

=====

Here is a structure of composition C11H30ClMnO14P3 from OMol25. Energies are from ωB97M-V/def2-TZVPD.

Structure (ORCA input):
```
! RIJCOSX wB97M-V def2-TZVPD def2/J DEFGRID3
* xyz 1 7
Mn 13.26193 31.13819 18.39126
Cl 14.27788 28.99787 18.34604
C 9.50900 32.69246 19.39823
C 10.92785 32.13751 19.17960
O 11.15389 30.90485 19.19523
O 11.88787 32.81981 18.85276
H 9.54093 33.76261 19.60278
H 8.97525 32.24760 20.23806
H 8.91195 32.57439 18.49397
C 10.99143 28.07488 16.36639
O 10.48182 29.26452 15.73000
P 11.56617 30.43763 15.33760
O 12.38056 30.99289 16.43813
O 10.52795 31.50808 14.72942
C 9.80016 32.35211 15.64224
O 12.28698 29.73621 14.12993
C 11.66316 29.13600 12.93984
H 10.83952 27.20977 15.72093
H 10.33352 27.71394 17.15696
H 12.03570 28.14484 16.67086
H 8.97056 31.84886 16.13884
H 9.43964 33.26685 15.17173
H 10.30687 32.68605 16.54769
H 11.68052 28.04641 12.96433
H 12.17208 29.57138 12.07987
H 10.59760 29.35972 12.88854
C 16.65304 30.34025 22.05936
O 15.29810 30.53536 22.43454
P 14.27670 31.69874 21.87850
O 14.11662 31.71895 20.42179
O 14.94280 33.07410 22.49474
C 15.03411 33.14605 23.87146
O 12.90395 31.44451 22.69189
C 11.68280 32.08151 22.57559
H 16.91540 30.85519 21.13518
H 16.85566 29.27956 21.91111
H 17.32732 30.63210 22.86451
H 14.69532 32.24377 24.38060
H 14.46851 34.01585 24.20558
H 16.04584 33.26088 24.26046
H 11.48854 32.68559 23.46185
H 10.87395 31.35446 22.64801
H 11.31251 32.60216 21.69246
C 15.84445 33.41003 14.56201
O 16.04217 34.01910 15.73835
P 16.10064 33.17820 17.16450
O 14.87867 32.45689 17.60880
O 17.46383 32.26487 17.01383
C 17.52217 31.13744 17.90214
O 16.65160 34.36641 18.19308
C 16.48258 34.16287 19.64008
H 16.77332 33.52496 14.00336
H 15.11804 33.92173 13.93067
H 15.56276 32.36372 14.68030
H 16.89008 31.24665 18.78342
H 18.53282 31.11137 18.30957
H 17.38922 30.17230 17.41333
H 17.47473 34.00663 20.06357
H 15.76116 33.41101 19.96001
H 16.31094 35.16996 20.02008
*
```

Summary:
**Strongest force on any atom**: 6.42 eV/A
**Highest occupied orbital energy (spin up / spin down)**: -11.6 / -11.9 eV
**Kohn-Sham gap (spin up / spin down)**: 9.56 / 3.39 eV

These are the Mulliken partial charges, in e, on atoms 1 to 5: 1.12, -0.04, -1.27, 1.25, -0.85